Entry 1:
{"formula": "C3H3Br", "method": "wB97M-V/def2-TZVPD", "species": ["Br", "C", "C", "C", "H", "H", "H"], "xyz": [[2.4034, 0.0005, 0.0074], [0.5309, -0.0152, -0.3883], [-0.5863, 0.6441, 0.3896], [-0.5781, -0.6539, 0.3629], [0.3263, -0.0584, -1.5090], [-1.0086, 1.6196, 0.5528], [-1.0875, -1.5367, 0.5846]], "e_above_lowest_kj_mol": 73.1, "total_energy_ev": -73199.2204, "smiles": "BrC1C=C1", "charge": 0}

Entry 2:
{"formula": "C3H3Br", "method": "wB97M-V/def2-TZVPD", "species": ["C", "C", "C", "Br", "H", "H", "H"], "xyz": [[-0.0640, 0.2065, 0.0515], [-0.1006, 1.5865, 0.3403], [-0.3436, 2.7014, 0.7494], [-0.5847, 4.4920, 1.1198], [1.0012, -0.2303, -0.2183], [-0.9257, -0.1197, -0.7815], [-0.4328, -0.3147, 0.9218]], "e_above_lowest_kj_mol": 58.0, "total_energy_ev": -73199.3766, "smiles": "CC#CBr", "charge": 0}

Entry 3:
{"formula": "C3H3Br", "method": "wB97M-V/def2-TZVPD", "species": ["Br", "C", "C", "C", "H", "H", "H"], "xyz": [[2.5497, 0.1270, -0.0580], [0.6873, -0.0974, -0.1197], [-0.3045, -0.8871, -0.0369], [-0.5741, 0.6302, -0.1077], [-0.6769, -1.8962, 0.2326], [-1.0075, 1.1272, -0.8621], [-0.6741, 0.9964, 0.9518]], "e_above_lowest_kj_mol": 112.5, "total_energy_ev": -73198.8126, "smiles": "BrC1=CC1", "charge": 0}